{"formula": "C7H13NO", "method": "ωB97M-V/def2-TZVPD", "e_above_lowest_kcal_mol": 65.36, "spin_multiplicity": 1, "total_charge": 0, "orbital_gap_ev": 8.06, "total_energy_ev": -11004.919, "e_lumo_ev": 0.8749, "elements": ["C", "C", "C", "C", "C", "C", "C", "N", "O", "H", "H", "H", "H", "H", "H", "H", "H", "H", "H", "H", "H", "H"], "positions_angstrom": [[0.308224, -1.706354, 1.825018], [-0.691750, -2.531304, 0.994005], [-1.337549, -1.700680, -0.052910], [-0.267165, 0.216493, 0.723826], [-0.487923, 1.570315, -1.330315], [1.553474, 1.845338, 0.143741], [0.493778, 0.871792, -0.394401], [0.455811, -0.478517, 1.667902], [-1.008991, -1.887328, -1.379210], [0.887076, -2.218742, 2.582202], [-0.138897, -3.382515, 0.583854], [-1.422042, -2.909438, 1.710471], [-2.374147, -1.428484, 0.055371], [-1.088090, 0.791658, 1.133015], [-1.025613, 2.355233, -0.799989], [-1.207670, 0.854474, -1.720206], [0.041066, 2.021932, -2.164776], [1.089243, 2.723327, 0.589418], [2.207225, 2.176035, -0.662752], [2.159331, 1.348550, 0.898454], [1.023216, 0.090974, -0.956161], [-0.083939, -2.149296, -1.442236]], "forces_ev_per_a": [[-0.2, -0.5, -0.1], [0.2, 0.3, 0.1], [1.4, 2.8, 0.8], [-1.8, -2.4, -1.5], [0.2, -0.2, 0.0], [0.0, -0.3, -0.1], [0.0, 0.2, 0.1], [0.8, 0.5, 0.6], [0.0, -0.3, 0.0], [0.1, -0.1, 0.2], [-0.2, -0.1, 0.0], [-0.1, -0.2, 0.0], [-0.2, -0.2, -0.1], [0.0, 0.2, 0.1], [0.0, 0.1, 0.1], [-0.1, 0.0, -0.1], [0.0, 0.1, -0.1], [-0.1, 0.1, 0.1], [0.0, 0.1, -0.1], [0.1, 0.1, 0.1], [-0.1, 0.0, 0.0], [0.0, 0.1, 0.0]]}